[1]
ORCA calculation (ωB97M-V with the def2-TZVPD basis set) on C9H9N3O as an isolated structure in a non-equilibrium geometry.

Structure (XYZ):
```
22
Properties=species:S:1:pos:R:3:forces:R:3
C -2.06853 0.08030 0.00155 1.7 -3.7 0.6
C -1.42079 1.38205 -0.25409 -2.9 -0.4 0.2
C -0.10751 1.68013 -0.10280 0.5 1.1 -0.9
C 0.80480 0.60661 0.00049 1.2 0.6 2.5
C 2.15873 0.81576 0.56565 0.8 0.1 -0.4
C 3.10774 -0.25699 0.27657 -3.0 1.7 0.6
C 2.44097 -1.55218 -0.09550 6.6 -0.6 -0.8
C 0.30842 -0.68896 -0.14142 1.4 -1.2 -0.6
C -1.08036 -1.02456 -0.21776 -1.1 3.2 1.7
H -4.11676 0.34709 -0.36693 1.0 -2.9 4.0
H -3.97981 -1.25796 1.11532 2.1 4.2 -3.3
H -2.00379 2.20313 -0.67045 -0.5 0.0 0.7
H 1.18823 3.11655 -0.76981 1.2 0.2 -1.0
H -0.31930 3.89347 -0.40270 2.2 -3.3 0.7
H 2.24519 1.98918 1.25950 0.3 -4.0 -2.7
H 4.19243 -0.08567 0.30653 -0.6 -0.5 0.4
H 3.02804 -2.57322 -0.42348 -0.4 2.9 1.2
H -0.66776 -2.90916 0.27337 -1.5 2.1 -1.7
N -3.57656 -0.17007 0.59772 0.7 0.9 -3.5
N 0.40241 3.04654 -0.19283 -3.7 1.0 0.7
N 1.24226 -1.78762 -0.20772 -6.3 1.2 0.1
O -1.36301 -2.32478 -0.23721 0.2 -2.5 1.5
```
Forces are in eV/Å.

Calculated values
M   175.2 u
Orbital gap   7.73 eV
Electronic energy   -15990.29081 eV
HOMO energy   -7.524 eV
Energy relative to the best compared isomer or geometry (same formula, charge and spin)   6.259 eV

Partial atomic charges computed with the Mulliken method, in multiples of e:
1. C 0.03
2. C -0.61
3. C 0.54
4. C 0.27
5. C -0.34
6. C -0.62
7. C -0.03
8. C 0.43
9. C -0.01
10. H 0.30
11. H 0.30
12. H 0.26
13. H 0.24
14. H 0.24
15. H 0.27
16. H 0.39
17. H 0.25
18. H 0.41
19. N -0.59
20. N -0.61
21. N -0.53
22. O -0.60

[2]
ORCA calculation (ωB97M-V with the def2-TZVPD basis set) on a 9-piece molecular cluster, H18O9 overall in a non-equilibrium geometry.

Structure (XYZ):
```
27
Properties=species:S:1:pos:R:3:forces:R:3
O -2.43819 -0.43615 1.84196 0.5 0.1 -0.2
H -2.16019 -1.32515 2.07796 -0.2 -0.1 0.1
H -1.72619 -0.15615 1.23096 -0.6 -0.4 0.4
O -2.95919 1.69385 -0.09504 1.4 0.2 -0.6
H -3.69519 1.66885 0.48296 -1.6 -0.2 0.6
H -2.26519 1.68185 0.58096 0.2 0.2 0.0
O 4.58981 -0.14615 1.16896 1.4 -0.4 -0.4
H 4.17081 0.34785 1.84396 -0.6 0.8 1.1
H 3.89881 -0.39815 0.56796 -0.6 -0.2 -0.3
O -1.64819 -1.23115 -2.23004 -0.2 -0.3 -0.4
H -1.18419 -1.86215 -1.66904 0.0 -0.2 0.1
H -1.30019 -0.38215 -1.96504 -0.1 0.3 0.0
O -1.00019 2.29485 1.92196 0.2 2.2 -1.3
H -0.51219 2.87485 1.27196 -0.8 -0.8 1.2
H -0.44819 1.53585 1.97896 0.7 -1.3 0.2
O -0.03719 -0.04715 0.45996 0.8 -0.4 1.1
H 0.91181 -0.21815 0.42096 0.1 -0.2 0.3
H -0.16019 0.47785 -0.33004 -0.5 0.5 -0.8
O -0.03719 -2.72815 -0.48904 -1.0 -2.2 -1.3
H 0.07381 -2.02715 0.11096 0.8 1.5 1.0
H 0.76081 -3.06815 -0.89404 0.2 0.4 0.4
O 2.54581 -0.96315 -0.46104 -0.1 0.6 -0.4
H 2.86881 -1.82615 -0.71004 0.1 -0.5 0.0
H 2.73081 -0.40815 -1.23304 -0.1 -0.1 0.1
O -0.40119 1.23685 -1.75904 0.4 0.8 -0.4
H -0.91319 2.06085 -1.74604 -0.1 -0.3 -0.1
H 0.33481 1.34985 -2.37904 -0.4 0.1 0.1
```
Forces are in eV/Å.

Calculated values
M   162.1 u
Orbital gap   9.51 eV
SMILES   O.O.O.O.O.O.O.O.O
Electronic energy   -18719.66864 eV
HOMO energy   -10.216 eV
Energy relative to the best compared isomer or geometry (same formula, charge and spin)   2.467 eV

Partial atomic charges computed with the Mulliken method, in multiples of e:
1. O -0.64
2. H 0.31
3. H 0.36
4. O -0.60
5. H 0.29
6. H 0.25
7. O -0.63
8. H 0.30
9. H 0.44
10. O -0.70
11. H 0.43
12. H 0.38
13. O -0.62
14. H 0.33
15. H 0.34
16. O -0.72
17. H 0.33
18. H 0.41
19. O -0.65
20. H 0.35
21. H 0.27
22. O -0.74
23. H 0.29
24. H 0.32
25. O -0.61
26. H 0.27
27. H 0.24